Record 1
# C7H15Cl2N

One molecule with the formula C7H15Cl2N (wB97M-V/def2-TZVPD, OMol25).

Geometry as XYZ:
```
25
Properties=species:S:1:pos:R:3
C -1.968 -1.033 -0.617
N -1.490 0.411 -0.087
C -2.776 1.243 0.061
C -0.418 0.515 0.809
Cl -0.572 2.129 1.453
Cl -0.745 -0.532 2.341
C 1.055 0.254 0.281
C 1.386 1.031 -0.915
C 1.979 0.607 1.445
C 1.323 -1.282 -0.014
H -1.202 -1.854 -0.265
H -2.898 -1.184 -0.127
H -2.081 -0.864 -1.695
H -2.355 2.215 -0.195
H -3.501 0.920 -0.699
H -3.114 1.016 1.097
H 0.674 0.855 -1.789
H 2.333 0.852 -1.490
H 1.244 2.123 -0.814
H 1.457 0.720 2.411
H 2.734 -0.161 1.651
H 2.425 1.575 1.267
H 0.504 -1.749 0.532
H 2.338 -1.432 0.396
H 1.248 -1.260 -1.114
```

## Properties
2S+1 = 1
total charge = 0
structure (SMILES) = CN(C)C(Cl)(Cl)C(C)(C)C
relative energy (zero: lowest compared OMol25 entry of this formula, charge and spin) = 16.7 kJ/mol

Results of the Mulliken charge analysis, in e, for atoms 1 through 2: atom 1 (C): -0.84, atom 2 (N): 0.00

Record 2
# C34H92N9O12

A 9-piece molecular cluster, C34H92N9O12 overall (wB97M-V/def2-TZVPD, OMol25).

Geometry as XYZ:
```
147
Properties=species:S:1:pos:R:3
N 0.037 -0.718 0.374
O 0.429 -1.563 1.182
O -0.844 -1.044 -0.424
O 0.435 0.430 0.486
C -0.041 -10.633 -0.404
O -0.450 -10.425 0.954
C -0.876 -11.614 1.586
C -0.426 -11.682 3.107
N -0.625 -10.406 3.805
C 0.005 -10.351 5.134
C -0.211 -8.997 5.776
O 0.450 -7.934 5.100
C 0.086 -6.642 5.579
H -0.675 -11.221 -1.068
H 0.981 -11.011 -0.384
H 0.136 -9.711 -0.959
H -0.509 -12.582 1.245
H -1.964 -11.654 1.637
H 0.636 -11.917 3.041
H -0.912 -12.499 3.640
H -1.579 -10.138 3.999
H 1.066 -10.597 5.122
H -0.447 -11.171 5.693
H 0.181 -9.109 6.787
H -1.276 -8.830 5.936
H 0.617 -5.967 4.908
H 0.344 -6.518 6.630
H -0.978 -6.459 5.422
C -6.341 0.228 -3.653
C -5.303 0.991 -4.509
C -5.735 1.024 -5.978
O -5.673 -0.294 -6.544
C -6.018 -0.273 -7.938
N -5.254 2.277 -3.938
H -6.298 -0.793 -4.031
H -7.356 0.627 -3.638
H -5.878 0.100 -2.675
H -4.349 0.476 -4.399
H -4.952 1.596 -6.477
H -6.746 1.394 -6.150
H -5.967 -1.195 -8.518
H -5.325 0.392 -8.452
H -6.990 0.179 -8.135
H -4.520 2.795 -4.399
H -4.853 2.149 -3.020
C -2.592 0.808 5.723
C -4.154 0.680 5.625
C -4.718 0.577 4.203
O -6.099 0.669 4.203
C -6.494 2.031 4.102
N -4.320 -0.444 6.438
H -2.069 0.050 5.141
H -2.228 0.805 6.751
H -2.256 1.750 5.288
H -4.482 1.578 6.148
H -4.540 -0.416 3.790
H -4.213 1.224 3.486
H -6.159 2.657 4.929
H -7.573 2.101 3.966
H -6.146 2.497 3.180
H -3.703 -0.316 7.227
H -4.015 -1.292 5.982
C 9.243 4.365 1.638
C 7.884 5.134 1.356
C 6.744 4.149 0.895
O 7.074 3.640 -0.350
C 5.877 3.204 -1.005
N 7.528 5.777 2.614
H 10.003 4.959 2.145
H 9.578 3.870 0.726
H 9.201 3.629 2.441
H 8.081 5.949 0.660
H 5.909 4.845 0.974
H 6.627 3.358 1.636
H 6.055 2.897 -2.036
H 5.029 3.889 -1.043
H 5.475 2.298 -0.552
H 7.551 5.030 3.294
H 6.557 6.037 2.516
C 0.501 8.443 -5.758
C 0.181 7.457 -6.796
C -0.934 6.393 -6.548
O -0.670 5.643 -5.376
C 0.198 4.509 -5.583
N -0.104 8.124 -8.062
H -0.316 9.162 -5.694
H 1.430 8.911 -6.084
H 0.804 7.939 -4.840
H 1.158 6.985 -6.906
H -1.111 5.764 -7.420
H -1.815 7.029 -6.461
H 0.268 3.936 -4.658
H 1.211 4.847 -5.803
H -0.164 3.810 -6.336
H 0.034 7.492 -8.837
H 0.581 8.852 -8.210
C 6.446 -1.757 5.356
C 6.170 -0.968 4.058
C 6.318 -1.954 2.802
O 7.646 -2.524 2.690
C 8.597 -1.716 1.952
N 4.850 -0.398 4.145
H 6.450 -1.095 6.222
H 7.459 -2.157 5.372
H 5.856 -2.652 5.554
H 6.967 -0.224 4.046
H 6.025 -1.361 1.936
H 5.561 -2.736 2.871
H 8.687 -0.708 2.358
H 8.317 -1.412 0.943
H 9.628 -2.065 1.890
H 4.108 -1.065 3.990
H 4.522 0.196 3.397
C -2.916 -5.070 -5.898
C -2.314 -5.461 -4.473
C -0.902 -4.867 -4.333
O -0.291 -5.347 -3.179
C 1.039 -4.819 -2.994
N -3.118 -4.836 -3.397
H -2.619 -5.741 -6.704
H -2.556 -4.073 -6.152
H -4.005 -5.090 -5.924
H -2.320 -6.540 -4.322
H -0.937 -3.778 -4.364
H -0.313 -5.172 -5.198
H 1.099 -3.735 -3.094
H 1.728 -5.310 -3.682
H 1.416 -5.001 -1.988
H -2.856 -3.863 -3.325
H -4.097 -4.756 -3.634
C -0.328 7.325 1.623
C -1.754 6.910 1.614
C -2.778 8.031 1.564
O -2.556 8.921 2.626
C -3.584 9.917 2.693
N -1.970 5.961 0.552
H -0.006 7.931 0.775
H 0.351 6.473 1.626
H -0.006 7.946 2.458
H -1.856 6.502 2.620
H -3.777 7.596 1.607
H -2.674 8.575 0.626
H -3.480 10.598 3.537
H -4.526 9.401 2.880
H -3.630 10.519 1.785
H -1.388 5.140 0.645
H -1.621 6.322 -0.325
```

## Properties
2S+1 = 1
total charge = -1

Results of the Mulliken charge analysis, in e, for atoms 1 through 2: atom 1 (N): 0.95, atom 2 (O): -0.64

Record 3
# C4H12O3

A 2-piece molecular cluster, C4H12O3 overall (wB97M-V/def2-TZVPD, OMol25).

Geometry as XYZ:
```
19
Properties=species:S:1:pos:R:3
C -1.813 0.266 -1.215
C -0.625 0.030 -0.278
O 0.159 1.234 -0.204
C 0.197 -1.149 -0.745
C 1.271 -1.630 0.216
O 2.590 -1.156 -0.171
H -1.771 -0.388 -2.090
H -1.692 1.250 -1.678
H -2.819 0.454 -0.839
H -0.886 -0.201 0.763
H 0.874 1.108 -0.827
H -0.402 -2.030 -1.008
H 0.537 -0.913 -1.768
H 1.071 -1.372 1.258
H 1.448 -2.702 0.174
H 2.715 -0.257 0.077
O -0.414 2.823 2.780
H -0.465 2.223 3.527
H 0.026 2.409 2.029
```

## Properties
2S+1 = 1
total charge = 0
structure (SMILES) = C[C@H](O)CCO.O
relative energy (zero: lowest compared OMol25 entry of this formula, charge and spin) = 94.7 kJ/mol

Results of the Mulliken charge analysis, in e, for atoms 1 through 2: atom 1 (C): -1.38, atom 2 (C): 0.61

Going through the records in order, we get largest force on an atom values of 4.6, 3.7, 1.9 eV/A.
Going through the records in order, we get lowest unoccupied orbital energy values of 0.746, 1.970, 0.661 eV.